A structure of composition C16H41AsN6O9P3SeV. Source: OMol25; level of theory: ωB97M-V/def2-TZVPD.

The geometry in XYZ format:
```
78
Properties=species:S:1:pos:R:3:forces:R:3
V 0.009 0.257 -0.036 -0.5407 -0.3234 -0.2209
C 3.359 -3.151 -0.417 0.0163 0.0189 0.0110
C 3.200 -2.442 0.918 -0.0372 0.1451 0.0770
O 4.033 -3.089 1.876 -0.0048 -0.0189 -0.0206
P 3.747 -0.692 0.827 0.0720 -0.0441 -0.0964
O 3.600 -0.150 2.308 -0.1157 -0.1171 0.0589
O 5.302 -0.681 0.542 -0.1284 0.0013 0.0035
O 3.033 0.115 -0.193 0.0950 -0.0801 -0.0556
P 1.464 -2.332 1.504 0.1357 0.0204 0.1433
O 0.835 -3.791 1.423 -0.0181 0.0440 -0.0836
O 1.536 -1.819 2.905 0.0581 0.0510 -0.0234
O 0.775 -1.516 0.424 0.0021 0.2168 -0.1548
H 4.411 -3.183 -0.699 -0.0079 -0.0005 -0.0099
H 2.799 -2.633 -1.195 0.0003 -0.0120 -0.0123
H 2.993 -4.174 -0.328 0.0026 0.0026 -0.0015
H 3.705 -2.899 2.767 -0.0079 -0.0001 0.0052
H 2.830 -0.597 2.759 0.0945 0.0180 -0.0864
H 5.826 -1.191 1.176 0.0317 -0.0211 0.0258
H 0.771 -4.227 2.282 0.0283 -0.0147 0.0267
C -1.206 -4.276 -1.422 -0.0023 -0.0423 -0.0169
N -1.907 -3.291 -2.244 0.0803 -0.0548 0.0516
C -2.267 -3.463 -3.565 0.0162 -0.0397 0.0838
C -2.978 -2.374 -3.924 -0.0122 0.0813 0.0166
N -3.044 -1.553 -2.819 -0.0542 0.0889 -0.0170
C -3.736 -0.273 -2.761 -0.0107 0.0110 -0.0221
C -2.391 -2.118 -1.790 -0.0440 -0.0299 -0.0421
Se -2.254 -1.480 -0.039 0.1830 0.0681 -0.0356
H -0.701 -4.979 -2.078 -0.0103 0.0191 -0.0248
H -1.916 -4.809 -0.793 -0.0228 0.0013 -0.0082
H -0.485 -3.779 -0.778 0.0092 0.0437 0.0094
H -1.996 -4.342 -4.123 -0.0014 0.0035 0.0147
H -3.440 -2.113 -4.859 0.0075 0.0026 0.0150
H -3.839 0.114 -3.772 0.0125 -0.0286 -0.0049
H -3.148 0.420 -2.166 0.0340 -0.0051 -0.0136
H -4.721 -0.397 -2.314 0.0074 -0.0285 0.0123
N -3.607 2.686 0.167 -0.0654 -0.0276 0.0519
C -2.958 3.444 -0.776 0.0239 -0.0144 0.0100
C -1.772 2.818 -0.988 -0.0172 0.0022 0.0495
N -1.696 1.686 -0.200 0.1007 -0.0062 0.0268
C -2.824 1.640 0.482 0.0504 0.1536 -0.1085
H -4.525 2.862 0.544 0.0148 -0.0007 -0.0054
H -3.386 4.337 -1.198 0.0006 -0.0095 0.0067
H -0.964 3.112 -1.630 0.0000 -0.0057 -0.0078
H -3.117 0.868 1.170 -0.0184 0.0002 0.0133
C 1.386 1.369 4.131 0.0001 -0.0126 0.0283
P -0.050 1.570 3.092 0.0335 -0.1172 0.0444
C -0.138 3.296 2.612 -0.0227 -0.0425 -0.0232
C -1.475 1.186 4.102 0.0005 0.0042 -0.0155
O 0.011 0.648 1.886 -0.0472 0.2522 0.1816
H 1.299 2.013 5.008 0.0250 0.0040 -0.0025
H 2.293 1.621 3.581 -0.0248 0.0168 0.0100
H 1.439 0.327 4.452 -0.0120 0.0095 -0.0175
H -0.051 3.940 3.488 0.0003 0.0022 -0.0128
H -1.082 3.498 2.106 -0.0082 -0.0055 -0.0196
H 0.680 3.502 1.921 0.0038 0.0169 0.0180
H -1.467 1.780 5.017 -0.0058 -0.0004 -0.0052
H -1.439 0.127 4.361 -0.0032 0.0119 0.0033
H -2.394 1.391 3.555 -0.0042 -0.0034 0.0062
N -0.275 0.166 -3.111 -0.0156 0.0210 -0.0712
N 0.367 -0.514 -2.032 0.0540 0.0274 0.0385
H 0.166 -0.056 -3.998 -0.0089 -0.0052 0.0401
H -0.186 1.162 -2.943 -0.0030 -0.0404 0.0225
H 1.383 -0.555 -2.122 -0.0201 0.0121 0.0327
H 0.022 -1.469 -1.996 0.0145 0.0324 -0.0264
C 1.773 4.236 -2.087 0.0165 -0.0444 0.0577
As 2.321 2.580 -1.281 0.2092 0.2232 -0.0876
C 3.181 1.622 -2.705 0.0137 0.0096 0.0866
C 3.480 3.068 0.162 0.0091 -0.0683 -0.0158
O 0.882 1.905 -0.720 -0.1081 -0.4158 0.0998
H 2.652 4.795 -2.408 0.0037 -0.0007 0.0049
H 1.220 4.823 -1.356 -0.0008 0.0063 0.0027
H 1.143 4.041 -2.953 -0.0020 -0.0161 -0.0131
H 4.020 2.221 -3.059 -0.0039 0.0272 0.0323
H 2.473 1.506 -3.525 -0.0358 -0.0066 0.0114
H 3.536 0.667 -2.334 0.0135 -0.0193 -0.0189
H 4.470 3.295 -0.233 0.0035 -0.0198 -0.0158
H 3.541 2.239 0.860 -0.0020 0.0526 -0.0065
H 3.076 3.959 0.640 -0.0299 0.0200 -0.0100
```
Forces are in eV/Å.

Net charge: +2
LUMO level (spin up / spin down) (eV): -5.350 / -4.330
E_HOMO (spin up / spin down) (eV): -13.03 / -13.03
Frontier orbital gap (spin up / spin down) (eV): 7.68 / 8.70
Expectation value of S²: 2.015
F_max (eV/A): 0.67
Spin multiplicity: 3

How is the electron density shared among the atoms? According to Mulliken, the charges in e are: 0.825, -1.682, 0.798, -0.617, 0.441, -0.641, -0.563, -0.769, 0.663, -0.544, -0.869, 0.598, 0.413, 0.206, 0.399, 0.474, 0.429, 0.395, 0.383, -0.601, 0.340, -0.426, -0.492, 0.421, -0.669, -0.569, -0.068, 0.302, 0.336, 0.103, 0.483, 0.494, 0.337, 0.089, 0.324, -0.005, -0.980, -0.458, 1.877, -1.222, 0.244, 0.470, 0.219, 0.455, -1.128, 1.228, -0.806, -1.320, -1.249, 0.526, 0.242, 0.313, 0.527, 0.242, 0.009, 0.458, 0.353, 0.321, -0.472, -0.558, 0.308, 0.068, 0.175, 0.303, -1.221, 0.714, -1.011, -0.978, 0.358, 0.456, 0.398, 0.395, 0.519, 0.334, 0.187, 0.464, 0.089, 0.412